1.
This record from the OMol25 dataset describes one molecule with the formula C3H4O5. The level of theory is the ωB97M-V functional and the def2-TZVPD basis.

Values from the calculation:
Orbital gap, eV: 10.41
Multiplicity: 1
Largest force on an atom, eV/A: 2.65
Total charge: 0
Highest occupied orbital energy, eV: -10.28
LUMO, eV: 0.14
SMILES: O=C[C@@]1(O)OC1(O)O
Energy relative to the best compared isomer or geometry (same formula, charge and spin), kJ/mol: 244.5
Molecular weight, g/mol: 120.06

Geometry as XYZ:
```
12
C3H4O5 (the ωB97M-V functional and the def2-TZVPD basis)
C 1.73 0.68 0.13
C 0.60 -0.25 0.29
C -0.82 0.13 0.03
O 2.71 0.34 -0.41
O -0.41 -0.12 1.32
O 1.02 -1.53 0.04
O -1.74 -0.71 -0.51
O -1.15 1.43 -0.15
H 1.45 1.63 0.52
H 1.91 -1.46 0.39
H -1.45 -1.60 -0.23
H -1.16 1.81 0.72
```

2.
This record from the OMol25 dataset describes a 8-piece molecular cluster, C34H28F8NO23S overall. The level of theory is the ωB97M-V functional and the def2-TZVPD basis.

Values from the calculation:
Orbital gap, eV: 6.37
Multiplicity: 1
Largest force on an atom, eV/A: 8.32
Total charge: -1
Highest occupied orbital energy, eV: -4.92
LUMO, eV: 1.45
Molecular weight, g/mol: 1002.63

Geometry as XYZ:
```
95
C34H28F8NO23S (the ωB97M-V functional and the def2-TZVPD basis)
O 5.35 -4.68 0.92
C 5.91 -3.72 1.67
O 6.83 -4.04 2.81
C 5.57 -2.11 1.43
C 6.85 -1.12 0.99
C 6.68 0.52 0.75
C 5.18 1.14 0.98
C 3.93 0.17 1.42
C 4.05 -1.45 1.65
N 2.95 -2.39 2.08
C 1.58 -1.98 1.58
C 0.48 -3.20 1.29
C -1.07 -2.83 0.78
C -1.54 -1.25 0.55
F -2.90 -0.85 0.07
C -0.47 -0.03 0.86
C 1.03 -0.45 1.35
S 2.25 0.98 1.68
H 7.95 -1.54 0.83
H 7.55 1.23 0.43
H 5.03 2.29 0.81
H 3.15 -3.31 1.57
H 0.80 -4.33 1.47
H -1.82 -3.72 0.59
H -0.80 1.11 0.72
C 2.54 -7.17 -0.47
C 1.89 -8.42 0.01
O 0.76 -7.95 0.71
C 0.42 -6.78 0.11
O -0.65 -6.22 0.24
O 1.44 -6.31 -0.69
F 2.69 -9.07 0.88
H 3.21 -6.72 0.27
H 3.10 -7.32 -1.40
H 1.58 -9.10 -0.79
C -6.09 -1.20 2.65
C -4.67 -1.58 2.41
O -4.60 -2.91 2.86
C -5.85 -3.41 2.68
O -6.12 -4.60 2.69
O -6.77 -2.42 2.46
F -3.84 -0.82 3.16
H -6.27 -0.84 3.67
H -6.45 -0.44 1.95
H -4.37 -1.53 1.36
C -4.54 2.99 -2.64
C -3.68 2.22 -1.70
O -4.43 2.22 -0.50
C -5.73 2.29 -0.89
O -6.68 2.04 -0.16
O -5.85 2.67 -2.20
F -2.52 2.86 -1.47
H -4.39 4.07 -2.56
H -4.39 2.69 -3.68
H -3.49 1.18 -2.01
C 0.43 3.71 -4.37
C 0.55 4.89 -3.46
O -0.52 5.72 -3.86
C -1.47 4.87 -4.34
O -2.64 5.17 -4.52
O -0.96 3.62 -4.58
F 1.70 5.56 -3.67
H 0.94 3.87 -5.33
H 0.83 2.80 -3.92
H 0.45 4.64 -2.40
C -3.13 8.19 -2.14
C -3.78 6.94 -1.66
O -4.91 7.41 -0.96
C -5.24 8.58 -1.57
O -6.32 9.14 -1.43
O -4.23 9.05 -2.36
F -2.97 6.29 -0.79
H -2.46 8.64 -1.40
H -2.57 8.04 -3.07
H -4.09 6.26 -2.46
C 5.96 3.10 -3.86
C 6.82 2.33 -2.92
O 6.07 2.33 -1.72
C 4.77 2.40 -2.11
O 3.82 2.15 -1.39
O 4.65 2.78 -3.42
F 7.98 2.97 -2.69
H 6.11 4.18 -3.78
H 6.11 2.80 -4.90
H 7.01 1.30 -3.23
C -1.76 -4.03 4.83
C -0.77 -5.10 4.55
O 0.28 -4.82 5.45
C -0.32 -4.22 6.51
O 0.21 -4.08 7.60
O -1.58 -3.80 6.21
F -0.29 -4.99 3.29
H -1.56 -3.10 4.28
H -2.79 -4.34 4.61
H -1.14 -6.12 4.72
```

3.
This record from the OMol25 dataset describes one molecule with the formula C26H34N4O4. The level of theory is the ωB97M-V functional and the def2-TZVPD basis.

Values from the calculation:
Orbital gap, eV: 8.71
Multiplicity: 1
Largest force on an atom, eV/A: 0.59
Total charge: 0
Highest occupied orbital energy, eV: -8.21
LUMO, eV: 0.50
SMILES: COc1ccc(CNC(=O)[C@H](Cc2ccccc2)NC(=O)C2CCN(C(=O)[C@H](C)N)CC2)cc1
Energy relative to the best compared isomer or geometry (same formula, charge and spin), kJ/mol: 57.2
Molecular weight, g/mol: 466.58

Geometry as XYZ:
```
68
C26H34N4O4 (the ωB97M-V functional and the def2-TZVPD basis)
C 7.63 1.27 -1.72
H 8.19 1.51 -0.81
O 6.68 0.26 -1.48
C 5.69 0.50 -0.57
C 4.77 -0.53 -0.38
C 3.74 -0.39 0.52
C 3.59 0.78 1.25
C 4.49 1.81 1.05
C 5.54 1.68 0.15
H 6.23 2.50 0.03
H 4.38 2.74 1.60
C 2.43 0.93 2.21
N 1.17 0.95 1.50
C 0.47 2.08 1.31
O 0.74 3.15 1.81
C -0.78 1.87 0.43
N -1.61 0.82 0.97
C -2.16 -0.13 0.18
O -1.84 -0.27 -0.99
C -3.21 -1.01 0.86
C -3.51 -2.23 -0.02
H -3.43 -1.92 -1.06
H -4.52 -2.59 0.15
C -2.49 -3.35 0.28
N -1.27 -2.77 0.78
C -0.22 -2.36 0.04
O 0.68 -1.69 0.53
C -0.13 -2.78 -1.43
N 0.63 -1.81 -2.20
H 0.09 -0.96 -2.26
H 1.49 -1.60 -1.71
C 0.57 -4.14 -1.49
H 1.55 -4.07 -1.02
H -0.01 -4.91 -0.97
H 0.71 -4.43 -2.53
H -1.12 -2.84 -1.88
C -1.43 -2.24 2.13
C -2.77 -1.50 2.25
H -2.68 -0.69 2.97
H -3.54 -2.18 2.63
H -1.37 -3.06 2.85
H -0.59 -1.57 2.31
H -2.88 -4.01 1.07
H -2.30 -3.96 -0.60
H -4.11 -0.40 0.95
H -1.98 0.98 1.89
H -0.46 1.53 -0.57
C -1.58 3.18 0.30
C -2.84 2.92 -0.47
C -2.82 2.84 -1.85
C -3.96 2.52 -2.56
C -5.14 2.26 -1.89
C -5.18 2.34 -0.51
C -4.03 2.67 0.20
H -4.07 2.73 1.28
H -6.10 2.15 0.03
H -6.04 2.00 -2.44
H -3.93 2.46 -3.64
H -1.90 3.03 -2.38
H -0.95 3.92 -0.20
H -1.80 3.56 1.30
H 0.92 0.09 1.01
H 2.51 1.87 2.76
H 2.42 0.09 2.91
H 3.03 -1.20 0.66
H 4.89 -1.44 -0.95
H 7.16 2.17 -2.11
H 8.31 0.86 -2.46
```

4.
This record from the OMol25 dataset describes a 2-piece molecular cluster, C2H6N2 overall. The level of theory is the ωB97M-V functional and the def2-TZVPD basis.

Values from the calculation:
Orbital gap, eV: 10.84
Multiplicity: 1
Largest force on an atom, eV/A: 2.73
Total charge: 0
Highest occupied orbital energy, eV: -9.72
LUMO, eV: 1.12
SMILES: C=N.C=N
Energy relative to the best compared isomer or geometry (same formula, charge and spin), kJ/mol: 289.7
Molecular weight, g/mol: 58.08

Geometry as XYZ:
```
10
C2H6N2 (the ωB97M-V functional and the def2-TZVPD basis)
C 1.02 -4.79 -1.46
N 1.78 -3.85 -1.89
H -0.06 -4.85 -1.51
H 1.60 -5.71 -1.35
H 1.40 -2.94 -1.60
C -1.46 4.19 1.48
N -0.35 4.41 2.05
H -2.19 3.53 1.95
H -1.84 4.79 0.65
H 0.10 5.24 1.67
```

5.
This record from the OMol25 dataset describes a 7-piece molecular cluster, C28H42O21 overall. The level of theory is the ωB97M-V functional and the def2-TZVPD basis.

Values from the calculation:
Orbital gap, eV: 11.03
Multiplicity: 1
Largest force on an atom, eV/A: 5.97
Total charge: 0
Highest occupied orbital energy, eV: -10.63
LUMO, eV: 0.40
SMILES: C[C@H]1COC(=O)O1.C[C@H]1COC(=O)O1.C[C@H]1COC(=O)O1.C[C@H]1COC(=O)O1.C[C@H]1COC(=O)O1.C[C@H]1COC(=O)O1.C[C@H]1COC(=O)O1
Energy relative to the best compared isomer or geometry (same formula, charge and spin), kJ/mol: 412.5
Molecular weight, g/mol: 714.62

Geometry as XYZ:
```
91
C28H42O21 (the ωB97M-V functional and the def2-TZVPD basis)
C -0.17 -17.63 -3.79
C 1.04 -17.06 -3.08
C 0.69 -16.26 -1.83
O 1.66 -16.79 -0.96
C 2.28 -17.90 -1.36
O 3.13 -18.54 -0.78
O 1.80 -18.10 -2.60
H 0.06 -18.49 -4.42
H -0.83 -16.98 -4.36
H -0.69 -18.11 -2.96
H 1.66 -16.48 -3.77
H -0.32 -16.38 -1.45
H 0.79 -15.18 -1.94
C 0.01 -13.14 11.71
C 0.83 -14.32 12.30
C 1.42 -14.06 13.69
O 1.30 -15.33 14.31
C 0.35 -16.04 13.69
O 0.02 -17.17 14.00
O -0.10 -15.37 12.58
H -0.46 -13.33 10.75
H 0.66 -12.30 11.47
H -0.89 -12.78 12.21
H 1.56 -14.75 11.60
H 0.90 -13.29 14.25
H 2.46 -13.72 13.66
C 16.72 -20.85 4.91
C 17.73 -19.97 4.13
C 17.29 -18.58 3.62
O 18.55 -17.90 3.74
C 19.37 -18.57 4.50
O 20.48 -18.17 4.83
O 18.87 -19.74 4.90
H 15.95 -21.36 4.33
H 16.16 -20.40 5.74
H 17.34 -21.58 5.42
H 17.97 -20.61 3.28
H 16.39 -18.27 4.15
H 17.03 -18.60 2.56
C 8.40 -19.10 11.16
C 7.26 -20.08 10.73
C 5.85 -19.57 11.08
O 5.10 -19.68 9.88
C 5.94 -20.23 8.93
O 5.59 -20.66 7.88
O 7.21 -20.17 9.35
H 8.55 -19.20 12.24
H 8.14 -18.05 11.01
H 9.25 -19.39 10.55
H 7.34 -21.11 11.08
H 5.78 -18.55 11.45
H 5.31 -20.18 11.81
C 11.17 -6.64 5.56
C 10.64 -8.09 5.46
C 9.19 -8.28 5.58
O 8.90 -8.60 4.22
C 10.02 -8.89 3.49
O 10.10 -9.27 2.34
O 11.08 -8.64 4.26
H 11.41 -6.55 6.62
H 10.37 -5.97 5.27
H 11.97 -6.54 4.82
H 11.18 -8.67 6.22
H 8.71 -7.34 5.83
H 8.87 -9.16 6.15
C 10.44 -16.90 5.63
C 9.30 -15.98 5.16
C 8.02 -16.64 4.70
O 7.00 -16.04 5.43
C 7.47 -15.26 6.38
O 6.82 -14.60 7.19
O 8.83 -15.36 6.34
H 10.81 -17.59 4.87
H 10.04 -17.45 6.48
H 11.22 -16.18 5.89
H 9.63 -15.21 4.46
H 7.97 -17.68 5.02
H 7.86 -16.42 3.64
C 18.98 -8.24 8.22
C 19.16 -9.81 8.30
C 18.71 -10.37 9.60
O 17.50 -11.07 9.38
C 17.28 -11.15 8.14
O 16.34 -11.78 7.62
O 18.14 -10.34 7.45
H 19.13 -7.92 7.18
H 19.66 -7.76 8.92
H 17.94 -7.93 8.36
H 20.18 -10.15 8.14
H 18.52 -9.49 10.22
H 19.43 -11.07 10.02
```

6.
This record from the OMol25 dataset describes a 2-piece molecular cluster, C6H8IO3S overall. The level of theory is the ωB97M-V functional and the def2-TZVPD basis.

Values from the calculation:
Orbital gap (spin up / spin down), eV: 6.92 / 7.69
Multiplicity: 3
Largest force on an atom, eV/A: 5.19
Total charge: -1
Highest occupied orbital energy (spin up / spin down), eV: -4.46 / -5.31
LUMO (spin up / spin down), eV: 2.46 / 2.38
Molecular weight, g/mol: 287.10

Geometry as XYZ:
```
19
C6H8IO3S (the ωB97M-V functional and the def2-TZVPD basis)
C 0.77 -1.59 -1.34
C 0.22 -0.68 -2.21
C 1.29 0.56 1.08
C 0.38 1.78 1.07
C -0.13 0.42 0.84
C -0.96 0.00 -2.04
O -1.70 0.27 2.87
O -2.29 -1.05 0.86
O -0.46 -1.69 2.34
S -1.25 -0.63 1.80
I -1.69 1.16 -3.57
H 1.74 -1.91 -1.53
H 0.36 -1.65 -0.34
H 0.74 -0.36 -3.11
H 2.17 0.49 0.35
H 1.70 0.23 2.02
H 0.06 2.30 1.87
H 0.49 2.40 0.07
H -1.44 -0.07 -1.02
```

7.
This record from the OMol25 dataset describes a 2-piece molecular cluster, C5H14N2O overall. The level of theory is the ωB97M-V functional and the def2-TZVPD basis.

Values from the calculation:
Orbital gap, eV: 8.52
Multiplicity: 1
Largest force on an atom, eV/A: 2.86
Total charge: 0
Highest occupied orbital energy, eV: -7.63
LUMO, eV: 0.89
SMILES: CCC/C(N)=C/N.O
Energy relative to the best compared isomer or geometry (same formula, charge and spin), kJ/mol: 201.9
Molecular weight, g/mol: 118.18

Geometry as XYZ:
```
22
C5H14N2O (the ωB97M-V functional and the def2-TZVPD basis)
C -2.00 -0.72 0.92
C -0.80 -0.91 1.82
C 0.47 -1.27 0.97
C 0.96 -0.16 0.09
C 0.94 1.15 0.33
N 1.48 2.05 -0.59
N 1.57 -0.65 -1.16
H -2.92 -0.52 1.46
H -2.24 -1.67 0.45
H -1.84 0.10 0.24
H -0.86 -1.74 2.54
H -0.65 -0.01 2.44
H 1.25 -1.50 1.71
H 0.02 -2.02 0.33
H 0.63 1.49 1.31
H 1.46 1.75 -1.55
H 1.34 3.02 -0.33
H 2.57 -0.64 -0.99
H 1.26 -1.60 -1.29
H -0.84 1.84 -2.39
H -0.52 0.74 -3.27
O -1.28 1.28 -3.05
```

8.
This record from the OMol25 dataset describes C15H19N3SV as an isolated structure. The level of theory is the ωB97M-V functional and the def2-TZVPD basis.

Values from the calculation:
Orbital gap (spin up / spin down), eV: 5.70 / 6.70
Multiplicity: 2
Largest force on an atom, eV/A: 0.17
Total charge: +4
Highest occupied orbital energy (spin up / spin down), eV: -23.40 / -23.49
LUMO (spin up / spin down), eV: -17.71 / -16.79
Energy relative to the best compared isomer or geometry (same formula, charge and spin), kJ/mol: 0.2
Molecular weight, g/mol: 324.35

Geometry as XYZ:
```
39
C15H19N3SV (the ωB97M-V functional and the def2-TZVPD basis)
V -0.28 0.11 -0.14
C -0.55 0.21 3.48
C 0.21 -0.21 2.28
C 0.08 -1.49 1.72
C 0.91 -1.93 0.66
C 0.89 -3.32 0.18
C 1.79 -0.96 0.06
C 2.03 0.31 0.64
C 3.14 1.19 0.20
C 1.11 0.71 1.64
H -0.81 1.27 3.49
H 0.14 0.07 4.34
H -1.42 -0.42 3.69
H -0.62 -2.20 2.16
H -0.03 -3.85 0.42
H 1.70 -3.84 0.74
H 1.16 -3.42 -0.87
H 2.39 -1.27 -0.79
H 3.49 0.96 -0.81
H 3.99 0.99 0.87
H 2.91 2.25 0.30
H 1.15 1.73 2.01
N -0.35 3.49 -2.37
C 0.67 2.83 -3.06
C 0.86 1.66 -2.43
N -0.05 1.58 -1.35
C -0.77 2.75 -1.37
H -0.72 4.41 -2.61
H 1.14 3.27 -3.93
H 1.56 0.87 -2.67
H -1.56 3.04 -0.69
S -3.64 -1.91 -2.05
C -3.99 -1.78 -0.37
C -2.99 -1.16 0.29
N -1.94 -0.78 -0.55
C -2.19 -1.14 -1.84
H -4.92 -2.17 0.03
H -2.97 -0.94 1.35
H -1.52 -0.92 -2.66
```

9.
This record from the OMol25 dataset describes a 2-piece molecular cluster, C3H4N overall. The level of theory is the ωB97M-V functional and the def2-TZVPD basis.

Values from the calculation:
Orbital gap, eV: 11.10
Multiplicity: 1
Largest force on an atom, eV/A: 2.09
Total charge: +1
Highest occupied orbital energy, eV: -17.39
LUMO, eV: -6.29
Energy relative to the best compared isomer or geometry (same formula, charge and spin), kJ/mol: 157.5
Molecular weight, g/mol: 54.07

Geometry as XYZ:
```
8
C3H4N (the ωB97M-V functional and the def2-TZVPD basis)
C 2.53 -0.18 -0.04
C -1.18 -0.39 -0.24
C -0.68 0.73 0.13
N 1.46 0.20 0.03
H 3.48 -0.67 0.19
H -2.27 -0.41 -0.22
H -0.65 -1.36 -0.57
H -0.68 1.80 0.47
```

10.
This record from the OMol25 dataset describes a 3-piece molecular cluster, C2H5PS overall. The level of theory is the ωB97M-V functional and the def2-TZVPD basis.

Values from the calculation:
Orbital gap (spin up / spin down), eV: 7.50 / 7.54
Multiplicity: 1
Largest force on an atom, eV/A: 3.75
Total charge: 0
Highest occupied orbital energy (spin up / spin down), eV: -7.95 / -7.90
LUMO (spin up / spin down), eV: -0.45 / -0.36
Energy relative to the best compared isomer or geometry (same formula, charge and spin), kJ/mol: 429.6
Molecular weight, g/mol: 92.10

Geometry as XYZ:
```
9
C2H5PS (the ωB97M-V functional and the def2-TZVPD basis)
C 0.55 0.50 -0.97
C -1.94 -0.32 -0.21
P 1.92 -0.24 -0.34
S -0.91 0.98 -0.39
H 1.31 0.76 1.83
H -1.74 -1.33 -0.38
H 1.45 0.14 2.38
H -3.08 -0.07 -0.22
H 2.43 -0.43 -1.70
```

11.
This record from the OMol25 dataset describes a 2-piece molecular cluster, C4H12 overall. The level of theory is the ωB97M-V functional and the def2-TZVPD basis.

Values from the calculation:
Orbital gap, eV: 12.44
Multiplicity: 1
Largest force on an atom, eV/A: 2.00
Total charge: 0
Highest occupied orbital energy, eV: -11.27
LUMO, eV: 1.17
SMILES: CC.CC
Energy relative to the best compared isomer or geometry (same formula, charge and spin), kJ/mol: 58.2
Molecular weight, g/mol: 60.14

Geometry as XYZ:
```
16
C4H12 (the ωB97M-V functional and the def2-TZVPD basis)
C -0.48 0.06 -2.69
C 0.09 -0.13 -1.33
H 0.16 -0.19 -3.57
H -1.31 -0.64 -2.90
H -0.68 1.12 -2.92
H 0.54 0.73 -0.82
H 0.86 -0.90 -1.37
H -0.60 -0.48 -0.58
C 0.56 0.73 2.15
C -0.19 -0.64 1.86
H 1.03 0.69 3.12
H 1.30 0.83 1.38
H -0.15 1.56 2.11
H 0.23 -1.07 0.97
H -1.27 -0.48 1.73
H -0.03 -1.29 2.70
```

12.
This record from the OMol25 dataset describes a 7-piece molecular cluster, C7H28O7 overall. The level of theory is the ωB97M-V functional and the def2-TZVPD basis.

Values from the calculation:
Orbital gap, eV: 10.55
Multiplicity: 1
Largest force on an atom, eV/A: 2.47
Total charge: 0
Highest occupied orbital energy, eV: -10.21
LUMO, eV: 0.34
SMILES: CO.CO.CO.CO.CO.CO.CO
Energy relative to the best compared isomer or geometry (same formula, charge and spin), kJ/mol: 466.6
Molecular weight, g/mol: 224.29

Geometry as XYZ:
```
42
C7H28O7 (the ωB97M-V functional and the def2-TZVPD basis)
C -1.59 -3.31 6.22
O -2.62 -3.67 5.35
H -1.95 -2.88 7.15
H -0.97 -4.20 6.31
H -0.94 -2.63 5.65
H -3.33 -3.98 5.93
C -6.01 -1.49 1.38
O -6.81 -1.34 0.20
H -6.63 -2.17 1.97
H -5.05 -1.93 1.13
H -5.86 -0.61 2.00
H -6.71 -2.11 -0.36
C 6.61 1.24 -0.86
O 5.49 1.67 -1.61
H 6.26 0.56 -0.08
H 7.32 0.77 -1.53
H 6.97 2.10 -0.30
H 4.83 2.00 -1.00
C -2.01 3.19 4.60
O -0.80 3.89 4.36
H -2.87 3.80 4.28
H -1.95 2.30 3.97
H -2.13 2.87 5.63
H -0.76 4.54 5.07
C 6.45 -1.72 -5.86
O 5.20 -1.35 -5.46
H 6.32 -2.18 -6.84
H 7.07 -0.84 -6.01
H 6.95 -2.45 -5.22
H 5.39 -0.66 -4.82
C 0.69 0.76 0.45
O 1.06 2.12 0.55
H -0.39 0.68 0.33
H 1.15 0.26 -0.41
H 0.95 0.20 1.35
H 0.72 2.37 1.41
C -3.21 0.63 -5.51
O -3.66 1.41 -6.67
H -4.04 0.05 -5.10
H -2.29 0.06 -5.66
H -2.99 1.28 -4.66
H -3.83 0.77 -7.37
```